## P
The following is a DFT calculation (ωB97M-V/def2-TZVPD) of 2 unconnected molecules or ions with the total composition C10H13O2.

Summary:
E_HOMO ... -3.8 eV
Net charge ... -1
HOMO-LUMO gap ... 0.2491 Ha

```
25
C10H13O2 | OMol25 | ωB97M-V/def2-TZVPD
C -1.02964 -2.30735 1.46690
C -1.67541 1.33209 0.75993
C -2.30285 1.75224 1.92891
C -1.44286 -0.02208 0.55099
C -1.54737 -0.88804 1.64348
C -2.56833 0.84916 2.94424
C -2.23274 -0.50138 2.78830
H -1.46875 2.05830 -0.01535
H -2.56558 2.79025 2.07968
H -1.12263 -0.38202 -0.41401
H -3.06195 1.17354 3.85022
H -0.05767 -2.26502 0.97694
H -1.69779 -2.82548 0.77376
H -2.56901 -1.23903 3.50871
H -1.00982 -2.89737 2.38138
C 1.43939 0.57161 -2.06535
C 2.11064 1.34780 -0.89696
C 2.48064 -0.39950 -2.70268
O 2.94283 -1.26100 -1.91573
O 2.74125 -0.22123 -3.91020
H 0.63103 -0.11505 -1.80933
H 1.13781 1.29982 -2.81917
H 1.72309 2.36881 -0.86403
H 3.17980 1.34332 -1.08134
H 1.91265 0.86739 0.05356
```

## Q
The following is a DFT calculation (ωB97M-V/def2-TZVPD) of 2 unconnected molecules or ions with the total composition C10H13O2.

Summary:
E_HOMO ... -3.6 eV
Net charge ... -1
HOMO-LUMO gap ... 0.2412 Ha

```
25
C10H13O2 | OMol25 | ωB97M-V/def2-TZVPD
C 0.67158 2.34290 1.32450
C 1.40703 2.75322 2.63230
C -0.50063 3.46768 1.24124
O -1.37113 3.34253 2.08366
O -0.42700 4.14727 0.21779
H 1.31740 2.54198 0.34250
H 0.30596 1.32172 1.27422
H 0.71550 2.91015 3.45867
H 1.86695 3.69793 2.52715
H 2.18264 2.11247 3.01641
C 0.08213 -4.00287 -0.82342
C -0.89297 0.05486 -1.55639
C -1.69307 -0.74110 -0.74941
C 0.27196 -0.50598 -2.18868
C -1.30067 -2.02144 -0.40589
C 0.44471 -1.85803 -1.90568
C -0.35420 -2.65197 -1.14461
H -1.15987 1.13295 -1.76717
H -2.63036 -0.25036 -0.42186
H 0.88913 0.05408 -2.93634
H -1.84452 -2.68935 0.37398
H 1.42225 -2.16990 -2.33222
H 0.68435 -4.29953 -1.72107
H -0.68298 -4.70410 -0.70840
H 0.59581 -3.98514 0.16870
```

It turns out P is the most stable, with the second structure 1.199 eV higher.

## P
The following is a DFT calculation (ωB97M-V/def2-TZVPD) of a single CH3N3S molecule.

Summary:
E_HOMO (spin up / spin down) ... -8.0 / -8.0 eV
HOMO-LUMO gap (spin up / spin down) ... 0.2530 / 0.2536 Ha

```
8
CH3N3S | OMol25 | ωB97M-V/def2-TZVPD
C 0.45294 -0.55973 -0.47911
N 0.21766 1.07682 1.07407
N -1.30106 1.48560 -0.07980
N 0.33237 -0.16978 0.88104
S -1.25948 0.38109 -1.11797
H 1.19787 0.17878 -0.84900
H 0.47662 -1.57412 -0.96694
H -0.11692 -0.81866 1.53771
```

## Q
The following is a DFT calculation (ωB97M-V/def2-TZVPD) of 2 unconnected molecules or ions with the total composition CH3N3S.

Summary:
E_HOMO ... -10.0 eV
HOMO-LUMO gap ... 0.3871 Ha

```
8
CH3N3S | OMol25 | ωB97M-V/def2-TZVPD
N -1.33746 -2.04258 -1.26866
N -1.72893 -1.54704 -0.33414
S -2.31229 -0.93695 0.91222
C 0.75141 0.96924 0.36758
N 1.43830 1.12693 -0.68525
H 1.05369 0.42887 1.30011
H -0.19673 1.36271 0.42439
H 2.33201 0.63882 -0.71624
```

It turns out Q is the most stable, with the second structure 3.645 eV higher.